A 2-piece molecular cluster, C40H45N2O4P overall in a non-equilibrium geometry, computed with ωB97M-V/def2-TZVPD.

Positions of all 92 atoms, in Å:
C 2.406 3.763 4.195
N 2.177 2.499 3.517
C 1.788 1.405 4.262
O 1.710 1.336 5.471
C 1.410 0.314 3.285
C -0.072 -0.049 3.436
C -0.966 1.151 3.295
C -1.101 2.049 4.344
C -1.847 3.199 4.204
C -2.471 3.469 3.006
C -2.357 2.582 1.957
C -1.610 1.431 2.100
N 1.702 0.851 1.929
C 1.340 0.165 0.804
C 1.279 0.738 -0.451
C 1.456 0.011 -1.617
C 1.766 0.592 -2.883
C 2.436 -0.173 -3.860
C 2.953 0.419 -4.988
C 2.781 1.779 -5.196
C 2.067 2.541 -4.286
C 1.561 1.963 -3.146
C 2.262 2.237 2.055
C 3.734 2.398 1.548
C 4.642 1.550 2.448
C 4.159 3.877 1.626
C 3.899 1.944 0.089
H 1.706 3.865 5.021
H 3.412 3.793 4.608
H 2.262 4.600 3.516
H 2.059 -0.557 3.446
H -0.345 -0.804 2.693
H -0.234 -0.512 4.414
H -0.585 1.849 5.267
H -1.939 3.887 5.029
H -3.048 4.372 2.889
H -2.855 2.786 1.025
H -1.537 0.733 1.285
H 1.211 -0.899 0.905
H 1.257 1.811 -0.502
H 1.594 -1.052 -1.516
H 2.602 -1.222 -3.678
H 3.524 -0.166 -5.691
H 3.222 2.247 -6.060
H 1.928 3.598 -4.456
H 1.010 2.560 -2.440
H 1.600 2.932 1.529
H 4.359 0.498 2.391
H 5.688 1.639 2.156
H 4.550 1.867 3.487
H 3.448 4.519 1.106
H 4.236 4.220 2.655
H 5.136 4.028 1.168
H 3.285 2.542 -0.584
H 4.934 2.048 -0.239
H 3.624 0.899 -0.034
C -2.630 1.563 -5.038
C -3.064 0.803 -3.798
O -2.005 0.085 -3.220
C -2.461 -0.633 -2.130
C -1.550 -1.512 -1.563
P -2.088 -2.641 -0.292
C -3.766 -3.207 -0.589
C -4.296 -3.333 -1.853
C -5.569 -3.845 -2.014
C -6.296 -4.228 -0.905
C -5.765 -4.079 0.360
C -4.492 -3.561 0.517
C -1.051 -4.095 -0.449
C -1.111 -4.884 -1.574
C -0.271 -5.978 -1.685
C 0.622 -6.260 -0.670
C 0.675 -5.459 0.454
C -0.166 -4.366 0.562
O -1.920 -2.046 1.129
O -3.624 -0.524 -1.714
H -3.480 1.920 -5.624
H -2.011 2.422 -4.778
H -2.021 0.926 -5.680
H -3.455 1.470 -3.017
H -3.853 0.070 -4.019
H -0.553 -1.584 -1.934
H -3.729 -2.999 -2.705
H -5.993 -3.944 -3.000
H -7.275 -4.661 -1.028
H -6.336 -4.369 1.225
H -4.057 -3.418 1.494
H -1.812 -4.646 -2.358
H -0.308 -6.601 -2.564
H 1.273 -7.116 -0.750
H 1.376 -5.677 1.243
H -0.146 -3.719 1.427

The calculation puts the molar mass at 648.78 g/mol. The calculation puts the total energy at -62668.466 eV.

One molecule with the formula C40H45N5O3 in a non-equilibrium geometry, computed with ωB97M-V/def2-TZVPD.

Positions of all 93 atoms, in Å:
C -0.664 4.830 0.633
N -0.610 3.864 -0.435
C -0.698 4.346 -1.740
O -1.154 5.462 -1.996
N -0.202 3.476 -2.712
C -0.156 4.026 -4.055
C 0.106 2.101 -2.433
O 0.701 1.448 -3.306
C -0.349 1.559 -1.156
C -0.306 0.051 -0.935
C 1.060 -0.347 -0.200
C 1.070 -0.063 1.152
C 2.196 -0.184 1.961
C 3.390 -0.722 1.432
N 4.445 -0.978 2.273
C 4.312 -0.859 3.709
C 3.436 0.297 4.109
C 2.095 0.258 3.372
C 5.673 -1.644 1.867
C 5.932 -1.447 0.384
C 4.655 -1.767 -0.427
C 3.425 -1.031 0.041
C 2.323 -0.678 -0.760
C -0.158 2.558 -0.129
O 0.364 2.425 0.978
H -0.905 4.308 1.555
H 0.305 5.323 0.739
H -1.413 5.574 0.383
H 0.555 3.464 -4.652
H -1.143 3.988 -4.524
H 0.121 5.081 -4.000
H -0.290 -0.369 -1.953
H 0.212 0.414 1.606
H 3.908 -1.793 4.127
H 5.314 -0.737 4.129
H 3.235 0.262 5.177
H 3.923 1.252 3.888
H 1.625 1.251 3.389
H 1.388 -0.421 3.877
H 6.506 -1.233 2.464
H 5.625 -2.728 2.113
H 6.243 -0.410 0.202
H 6.769 -2.098 0.097
H 4.861 -1.589 -1.483
H 4.479 -2.853 -0.314
H 2.472 -0.588 -1.843
C -4.033 4.817 -3.128
C -3.909 3.406 -2.653
C -3.114 2.506 -3.352
C -2.838 1.211 -2.837
C -2.098 0.211 -3.491
C -3.358 0.966 -1.532
N -2.874 -0.204 -0.934
C -1.538 -0.468 -0.272
N -1.677 -1.927 -0.077
C -0.831 -2.789 0.665
C -0.528 -2.554 2.027
C -1.271 -1.575 2.884
C 0.479 -3.338 2.589
C 1.005 -4.433 1.902
C 2.093 -5.258 2.494
C 0.479 -4.796 0.666
C -0.450 -3.991 0.023
C -0.962 -4.425 -1.328
C -2.920 -2.356 -0.462
C -3.605 -1.346 -1.025
C -4.376 1.738 -0.951
C -5.197 1.229 0.199
C -4.590 3.006 -1.491
H -4.884 5.316 -2.656
H -3.125 5.390 -2.883
H -4.165 4.842 -4.213
H -2.713 2.759 -4.331
H -1.719 0.005 0.708
H -2.422 -0.822 -3.449
H -1.364 0.499 -4.242
H -0.687 -1.393 3.792
H -1.461 -0.605 2.419
H -2.244 -1.978 3.197
H 0.828 -3.114 3.593
H 2.208 -6.178 1.914
H 3.047 -4.716 2.471
H 1.877 -5.516 3.534
H 0.819 -5.712 0.171
H -0.381 -5.309 -1.632
H -2.018 -4.742 -1.311
H -0.837 -3.667 -2.118
H -3.229 -3.386 -0.401
H -4.537 -1.397 -1.573
H -5.937 1.993 0.462
H -5.746 0.310 -0.055
H -4.584 1.031 1.087
H -5.290 3.682 -1.001

The calculation puts the molar mass at 643.83 g/mol. The calculation puts the total energy at -55800.577 eV.

A 3-piece molecular cluster, C40H46ClFN4O2 overall in a non-equilibrium geometry, computed with ωB97M-V/def2-TZVPD.

Positions of all 94 atoms, in Å:
C -0.928 -1.285 2.614
C -0.937 -0.399 1.625
C -0.414 0.851 0.740
C -1.152 2.230 1.043
C -0.734 3.583 0.294
C -1.489 4.963 0.666
C -3.066 4.811 0.267
N -3.759 4.244 1.471
N -3.098 3.900 -0.938
N -3.629 6.160 -0.034
C 0.445 3.440 -0.748
C 1.188 2.054 -1.065
C 0.772 0.704 -0.317
C 1.507 -0.699 -0.564
C 0.521 -1.942 -0.871
C 1.036 -3.184 0.076
C 0.015 -4.443 0.073
N -0.809 -4.441 1.323
C -0.322 -4.777 2.662
C -1.512 -4.697 3.680
C -2.792 -4.226 2.857
C -2.236 -4.116 1.383
C 2.402 2.114 -2.151
O 2.640 1.207 -3.008
C 3.283 3.489 -2.087
C 4.873 3.411 -2.305
Cl 5.463 2.003 -1.218
C 5.342 3.132 -3.828
C 5.833 1.602 -4.108
C 2.611 4.745 -1.796
C 3.348 6.166 -1.656
C 3.410 6.588 -0.073
C 4.952 6.815 0.441
F 2.856 5.564 0.809
C 0.997 4.754 -1.540
O 0.255 5.698 -1.961
H -1.060 -1.942 3.562
H -2.013 2.283 1.815
H -1.399 5.077 1.824
H -0.986 5.903 0.226
H -3.897 3.224 1.403
H -4.648 4.747 1.646
H -3.277 2.924 -0.655
H -3.809 4.243 -1.604
H -3.293 6.868 0.638
H -3.357 6.490 -0.977
H 2.070 -0.954 0.428
H 2.313 -0.688 -1.383
H -0.597 -1.730 -0.711
H 0.622 -2.315 -1.973
H 1.088 -2.752 1.153
H 2.094 -3.474 -0.319
H -0.653 -4.316 -0.872
H 0.657 -5.411 -0.001
H 0.733 -5.063 3.012
H -1.539 -4.894 4.808
H -3.862 -4.040 3.216
H -2.934 -3.790 0.534
H 5.390 4.358 -1.867
H 4.587 3.499 -4.631
H 6.295 3.787 -3.997
H 5.060 0.808 -3.807
H 5.983 1.488 -5.259
H 6.834 1.347 -3.589
H 2.685 6.935 -2.223
H 4.399 6.216 -2.115
H 2.759 7.538 0.106
H 4.857 7.421 1.419
H 5.329 5.752 0.732
H 5.592 7.320 -0.366
C -7.062 -0.775 -0.903
C -6.377 -1.212 0.228
C -5.078 -0.771 0.470
C -4.463 0.103 -0.422
C -5.145 0.533 -1.558
C -6.444 0.095 -1.798
H -8.076 -1.114 -1.088
H -6.856 -1.896 0.921
H -4.546 -1.109 1.353
H -3.451 0.449 -0.232
H -4.663 1.210 -2.256
H -6.976 0.432 -2.682
C 1.366 -9.966 1.004
C 1.506 -10.630 2.220
C 0.990 -10.068 3.384
C 0.337 -8.840 3.334
C 0.205 -8.171 2.120
C 0.718 -8.735 0.955
H 1.762 -10.408 0.096
H 2.017 -11.587 2.260
H 1.097 -10.588 4.331
H -0.068 -8.403 4.241
H -0.299 -7.210 2.082
H 0.612 -8.215 0.008

The structure (SMILES) is C#Cc1cc(CC(N)(N)N)c2c(c1CCCCn1cccc1)C(=O)C([C@@H](Cl)CC)=C(C[C@H](C)F)C2=O.c1ccccc1.c1ccccc1. The calculation puts the molar mass at 669.29 g/mol. The calculation puts the total energy at -67505.418 eV.

C40H46N3O8RbS as an isolated structure in a non-equilibrium geometry, computed with ωB97M-V/def2-TZVPD.

Positions of all 99 atoms, in Å:
Rb 1.014 -0.165 0.115
C 1.012 -3.000 -1.446
C 0.574 -2.196 -2.522
C 1.649 -1.366 -2.909
C 2.755 -1.676 -2.088
C 2.360 -2.690 -1.188
C 3.197 -3.316 -0.106
C 4.101 -1.008 -2.139
C 1.650 -0.372 -4.035
C -0.720 -2.377 -3.261
C 0.210 -4.057 -0.745
H 3.028 -4.397 -0.043
H 2.998 -2.904 0.892
H 4.264 -3.171 -0.295
H 4.462 -0.895 -3.168
H 4.851 -1.590 -1.598
H 4.095 -0.011 -1.691
H 1.848 -0.827 -5.018
H 2.413 0.395 -3.880
H 0.692 0.154 -4.122
H -0.738 -3.309 -3.844
H -0.891 -1.565 -3.971
H -1.595 -2.418 -2.600
H 0.391 -5.070 -1.134
H -0.866 -3.875 -0.838
H 0.439 -4.095 0.327
C 3.652 1.890 0.858
C 3.255 2.483 -0.364
C 1.976 3.047 -0.173
C 1.587 2.815 1.165
C 2.622 2.100 1.801
C 2.661 1.609 3.220
C 0.297 3.277 1.775
C 1.166 3.793 -1.193
C 4.071 2.613 -1.620
C 4.929 1.157 1.153
H 3.491 2.052 3.789
H 2.783 0.522 3.287
H 1.742 1.859 3.757
H 0.254 4.369 1.908
H 0.138 2.834 2.763
H -0.568 3.009 1.159
H 1.163 4.884 -1.032
H 0.117 3.471 -1.188
H 1.549 3.625 -2.204
H 4.340 3.657 -1.832
H 3.546 2.236 -2.506
H 5.006 2.053 -1.550
H 5.549 1.676 1.897
H 5.540 1.035 0.254
H 4.747 0.152 1.551
O -1.504 1.264 -0.611
S -2.707 0.779 0.125
C -4.020 2.006 -0.201
C -3.624 3.330 0.377
C -2.772 4.165 -0.339
C -2.352 5.370 0.201
C -2.783 5.754 1.463
C -3.630 4.926 2.185
C -4.046 3.718 1.644
C -3.403 -0.576 -0.883
C -3.799 -0.156 -2.262
C -2.841 0.312 -3.161
C -3.221 0.745 -4.422
C -4.555 0.709 -4.807
C -5.514 0.239 -3.921
C -5.134 -0.186 -2.655
H -4.928 1.610 0.259
H -4.151 2.065 -1.282
H -2.408 3.846 -1.308
H -1.657 5.989 -0.351
H -2.437 6.685 1.894
H -3.958 5.213 3.177
H -4.697 3.063 2.214
H -4.233 -0.994 -0.311
H -2.592 -1.306 -0.878
H -1.802 0.338 -2.862
H -2.465 1.102 -5.110
H -4.846 1.041 -5.796
H -6.556 0.202 -4.213
H -5.884 -0.550 -1.960
O -2.418 -6.084 4.908
N -1.259 -5.804 5.186
O -0.627 -6.372 6.067
C -0.619 -4.736 4.465
C -1.314 -4.062 3.475
C -0.709 -3.043 2.785
C 0.677 -2.591 3.019
O 1.236 -1.711 2.383
C 1.308 -3.367 4.104
C 0.695 -4.385 4.772
N 2.686 -3.078 4.526
O 3.207 -3.859 5.319
O 3.209 -2.053 4.159
N -1.529 -2.411 1.766
O -2.697 -2.769 1.649
O -1.042 -1.542 1.067
H -2.328 -4.338 3.237
H 1.233 -4.914 5.542

The calculation puts the molar mass at 814.36 g/mol. Its total charge is -2. The relative energy (zero: lowest compared OMol25 entry of this formula, charge and spin) is 3.7 kcal/mol. The calculation puts the total energy at -74561.283 eV.

C40H46N6O3PPtS as an isolated structure in a non-equilibrium geometry, computed with ωB97M-V/def2-TZVPD.

Positions of all 98 atoms, in Å:
Pt 0.363 -0.516 -0.901
C 0.660 2.260 -4.285
C 1.802 1.605 -3.488
C 3.193 1.847 -4.118
C 1.905 1.975 -1.987
C 1.819 3.480 -1.630
O 0.911 3.553 -0.446
C 0.415 2.290 -0.245
N 0.881 1.377 -1.071
C -0.618 2.205 0.772
C -0.655 3.275 1.696
C -1.331 3.120 2.900
C -2.198 2.054 3.075
C -2.361 1.136 2.057
C -1.552 1.161 0.908
P -2.025 0.010 -0.540
C -3.299 1.313 -0.958
C -4.537 1.208 -0.351
C -5.475 2.223 -0.506
C -5.213 3.330 -1.316
C -3.984 3.394 -1.965
C -3.033 2.389 -1.808
C -2.393 -0.753 -2.247
C -1.437 -0.779 -3.285
C -1.673 -1.540 -4.413
C -2.959 -2.057 -4.645
C -3.930 -1.957 -3.669
C -3.635 -1.371 -2.433
H 0.667 1.856 -5.311
H 0.769 3.351 -4.383
H -0.336 2.058 -3.874
H 1.625 0.516 -3.493
H 3.446 2.913 -4.184
H 3.235 1.463 -5.132
H 3.977 1.374 -3.523
H 2.907 1.593 -1.660
H 1.375 4.092 -2.414
H 2.811 3.878 -1.364
H -0.082 4.183 1.492
H -1.178 3.838 3.714
H -2.750 1.929 4.019
H -3.089 0.335 2.120
H -4.800 0.320 0.264
H -6.436 2.130 0.014
H -5.971 4.120 -1.461
H -3.756 4.237 -2.631
H -2.061 2.456 -2.296
H -0.506 -0.207 -3.183
H -0.886 -1.726 -5.144
H -3.157 -2.562 -5.597
H -4.937 -2.362 -3.841
H -4.331 -1.410 -1.592
N 3.458 -4.767 -1.023
C 2.150 -4.394 -1.106
C 1.860 -3.062 -1.534
N 0.700 -2.511 -1.121
C -0.317 -3.403 -0.900
C -0.035 -4.734 -0.601
N 1.212 -5.227 -0.619
H 4.105 -4.262 -1.605
H 3.666 -5.746 -0.879
H 2.629 -2.424 -1.926
H -1.343 -3.031 -0.942
H -0.815 -5.419 -0.226
O -3.349 -3.246 0.500
C -2.807 -2.280 0.941
O -2.991 -1.025 0.347
C -1.994 -2.330 2.231
C -0.810 -1.614 2.434
C -0.317 -1.397 3.711
C -0.899 -2.038 4.807
C -1.995 -2.867 4.609
C -2.556 -3.002 3.332
H -0.231 -1.233 1.582
H 0.484 -0.684 3.892
H -0.488 -1.879 5.820
H -2.446 -3.394 5.461
H -3.421 -3.678 3.173
C 4.490 -2.496 2.805
C 3.090 -1.944 3.094
N 2.987 -0.490 2.898
C 2.789 0.150 1.730
S 2.699 -0.705 0.261
N 2.704 1.495 1.752
C 2.862 2.429 2.885
C 4.320 2.829 3.145
H 4.501 -3.581 2.918
H 5.196 -2.090 3.542
H 4.841 -2.229 1.810
H 2.813 -2.108 4.139
H 2.313 -2.392 2.469
H 3.310 0.087 3.667
H 2.720 1.909 0.832
H 2.388 2.006 3.778
H 2.270 3.325 2.639
H 5.002 1.987 3.241
H 4.392 3.411 4.082
H 4.684 3.452 2.315

The calculation puts the molar mass at 916.97 g/mol. The multiplicity is 3. Its total charge is +1. The relative energy (zero: lowest compared OMol25 entry of this formula, charge and spin) is 0.0 kcal/mol. The calculation puts the total energy at -80673.027 eV.

Q: What is the formula in the third record?
A: C40H46ClFN4O2